No. 1
The following is a quantum chemistry calculation of C2H4N4 in the gas phase at a distorted geometry, from OMol25.

```
10
C2H4N4 | OMol25 | wB97M-V/def2-TZVPD
H 1.275 2.541 -0.482
N 0.383 2.046 -0.311
N 0.730 0.863 -0.109
C -0.341 0.015 0.242
N -0.402 -1.273 -0.434
C -1.668 0.628 0.146
N -2.706 1.151 0.242
H -0.368 -0.027 1.299
H 0.087 -1.950 0.155
H -0.027 -1.265 -1.442
```

Output
Molar mass ... 84.08 g mol⁻¹
SMILES string ... [H]/N=N/[C@H](N)C#N
E_HOMO ... -10.3 eV
Energy ... -297.54716 hartree
Energy relative to the best compared isomer or geometry (same formula, charge and spin) ... 255.0 kJ/mol

No. 2
The following is a quantum chemistry calculation of a gas-phase ion, C6H13N2 (charge +1) at a distorted geometry, from OMol25.

```
21
C6H13N2 | OMol25 | wB97M-V/def2-TZVPD
C 2.601 1.041 0.119
N 1.732 0.304 -0.801
C 0.493 -0.165 -0.266
C -0.686 0.871 0.045
C -2.024 0.353 0.389
N -3.147 0.205 -0.318
C 0.001 -1.512 -0.659
C 0.585 -1.296 0.748
H 2.939 1.989 -0.283
H 2.015 1.005 1.056
H 3.427 0.327 0.295
H 1.735 0.607 -1.771
H -0.558 1.626 -0.777
H -0.326 1.241 1.027
H -2.153 -0.234 1.316
H -3.950 -0.246 0.259
H -3.532 0.757 -1.135
H 0.478 -2.150 -1.376
H -1.114 -1.597 -0.509
H -0.050 -1.401 1.599
H 1.535 -1.726 1.042
```

Output
Charge ... +1
Molar mass ... 113.18 g mol⁻¹
SMILES string ... CNC1(CC=[NH2+])CC1
E_HOMO ... -12.4 eV
Energy ... -345.58186 hartree
Energy relative to the best compared isomer or geometry (same formula, charge and spin) ... 299.7 kJ/mol

No. 3
The following is a quantum chemistry calculation of a molecular structure, C19H30Cl2CrN3O3 at a distorted geometry, from OMol25.

```
58
C19H30Cl2CrN3O3 | OMol25 | wB97M-V/def2-TZVPD
O -0.882 0.613 -1.537
C -0.420 1.442 -2.565
C -0.331 0.699 -3.878
C -0.341 -0.691 -3.920
H -0.456 -1.228 -2.990
C -0.223 -1.370 -5.124
H -0.220 -2.453 -5.136
C -0.107 -0.664 -6.314
H -0.014 -1.190 -7.256
C -0.118 0.725 -6.287
H -0.038 1.285 -7.210
C -0.227 1.396 -5.078
H -0.231 2.480 -5.059
H -1.114 2.276 -2.715
C 0.723 3.112 -1.083
C 0.904 2.042 -2.110
H 1.533 3.837 -1.065
H 0.622 2.673 -0.092
H -0.205 3.658 -1.270
C 2.075 1.600 -2.573
C 3.441 2.056 -2.188
H 2.055 0.830 -3.338
H 4.007 2.470 -3.018
H 4.025 1.229 -1.774
H 3.397 2.816 -1.404
Cr 0.000 0.000 0.000
Cl 0.744 -2.012 -0.890
Cl 2.038 1.050 -0.335
H -4.106 -2.621 -2.671
H -3.117 -4.160 -0.651
C -3.162 -2.104 -2.508
C -2.315 -3.423 -0.605
N -2.799 -2.150 -1.108
H -3.265 -1.073 -2.835
C -2.694 -1.039 -0.393
O -1.877 -0.841 0.523
H -1.964 -3.302 0.412
H -3.433 -0.271 -0.658
H -2.386 -2.586 -3.103
H -1.481 -3.754 -1.218
H -1.803 3.695 3.520
H -4.258 3.588 2.319
C -1.522 3.915 2.489
C -3.713 3.624 1.376
N -2.353 3.170 1.567
H -0.481 3.649 2.340
C -1.851 2.157 0.861
O -0.722 1.676 1.056
H -4.200 2.982 0.652
H -2.493 1.777 0.068
H -1.626 4.984 2.313
H -3.720 4.652 1.010
C 1.832 -1.785 3.839
C 1.222 -1.182 2.626
N 0.746 -0.711 1.682
H 2.913 -1.983 3.668
H 1.720 -2.889 3.781
H 1.528 -1.322 4.799
```

Output
Charge ... -1
Molar mass ... 471.37 g mol⁻¹
E_HOMO (spin up / spin down) ... -1.3 / -2.3 eV
Multiplicity ... 5
Energy ... -3096.81908 hartree
Energy relative to the best compared isomer or geometry (same formula, charge and spin) ... 0.0 kJ/mol

No. 4
The following is a quantum chemistry calculation of a molecular structure, C17H31BaN4O6P at a distorted geometry, from OMol25.

```
60
C17H31BaN4O6P | OMol25 | wB97M-V/def2-TZVPD
O -3.042 -2.914 -0.837
H -3.160 -3.305 -1.739
Ba -0.831 -1.680 0.193
N -3.044 0.043 0.438
N -1.767 0.380 -1.716
N 1.483 -2.955 0.897
N 1.710 -1.301 -1.054
O -3.404 -0.792 1.326
O 1.271 -3.885 1.775
O 1.883 -0.481 -2.162
O -1.052 0.407 -2.783
C -3.135 0.410 -1.879
C -3.844 0.114 -0.689
C 2.745 -2.537 0.681
C 2.866 -1.699 -0.499
C -5.234 -0.363 -0.613
H -5.265 -1.466 -0.662
H -5.830 0.031 -1.440
H -5.700 -0.063 0.337
C -3.777 0.578 -3.204
H -3.467 -0.224 -3.896
H -3.474 1.553 -3.610
H -4.868 0.562 -3.090
C 3.929 -2.964 1.479
C 4.221 -1.343 -1.025
H 3.656 -3.766 2.164
H 4.344 -2.133 2.069
H 4.720 -3.342 0.815
H 4.133 -0.698 -1.913
H 4.768 -2.263 -1.303
H 4.833 -0.840 -0.254
H -0.267 -4.292 1.453
H 0.968 -0.248 -2.473
C -0.550 -3.500 -2.652
H -1.242 -4.329 -2.905
H 0.444 -3.781 -2.260
H -0.558 -2.602 -3.293
O -1.222 -4.223 1.087
H -3.121 -3.676 -0.202
H -1.444 -5.120 0.761
C -1.131 2.867 0.401
P 0.452 1.989 0.738
C 1.408 2.460 -0.760
C 1.201 3.113 1.962
C 1.422 4.479 1.711
C 1.954 5.286 2.720
C 2.284 4.750 3.966
C 2.056 3.392 4.211
C 1.540 2.564 3.214
H -1.568 2.439 -0.511
H -0.946 3.941 0.291
H -1.797 2.688 1.254
H 1.574 3.543 -0.785
H 2.373 1.938 -0.704
H 0.852 2.131 -1.647
H 1.173 4.929 0.747
H 2.128 6.344 2.531
H 2.678 5.388 4.761
H 2.295 2.966 5.181
H 1.374 1.498 3.396
```

Output
Molar mass ... 555.76 g mol⁻¹
E_HOMO (spin up / spin down) ... -7.2 / -7.2 eV
Energy ... -1703.45239 hartree
Energy relative to the best compared isomer or geometry (same formula, charge and spin) ... 0.0 kJ/mol